# F3HN2

A cluster of 2 separate species, F3HN2 in total (ωB97M-V/def2-TZVPD, the OMol25 dataset).

The molar mass is 86.02 g/mol. The SMILES is F/N=N/F.F. The value obtained for the energy is -11144.311 eV. As for the energy above the lowest of the compared OMol25 structures with the same formula, charge and spin: 1.4 kcal per mole. For the LUMO energy, the calculation gives 0.00 eV. The calculation puts the HOMO energy at -12.428 eV.

```
6
Properties=species:S:1:pos:R:3:forces:R:3
N 0.997002 -0.266464 -0.167605 -1.5 0.5 -1.4
N 0.337731 -1.170841 -0.681858 1.5 -0.2 1.3
F 1.934536 -0.772880 0.654887 -0.1 -0.8 0.0
F -1.006274 1.698369 1.012159 -0.5 -0.5 -0.2
F -0.599977 -0.606937 -1.497942 0.2 0.5 0.2
H -1.663017 1.118753 0.680360 0.5 0.5 0.2
```
Positions in Å, forces in eV/Å.

=====

# F3HN2O2S

A cluster of 2 separate species, F3HN2O2S in total (ωB97M-V/def2-TZVPD, the OMol25 dataset).

The molar mass is 150.08 g/mol. The value obtained for the energy is -26068.896 eV. As for the energy above the lowest of the compared OMol25 structures with the same formula, charge and spin: 77.4 kcal per mole. For the LUMO energy (alpha / beta), the calculation gives -2.07 / -3.90 eV. The calculation puts the HOMO energy (alpha / beta) at -11.151 / -8.669 eV.

```
9
Properties=species:S:1:pos:R:3:forces:R:3
N -1.867537 -0.138706 0.222698 0.9 -0.3 1.6
N 2.322978 -0.274038 -0.550500 -1.6 0.6 2.4
O 1.546087 0.634485 -0.628385 0.7 -1.0 -0.7
O -1.778540 2.103312 -0.617760 -1.1 2.7 -2.2
F -1.207777 -1.010377 1.050979 0.5 -0.5 0.8
F 1.595037 -1.594731 -0.408495 0.2 0.6 -0.5
F 2.863243 -0.280568 0.947491 0.0 0.0 -1.2
S -1.079591 1.348107 0.334544 0.4 -3.2 0.9
H -2.393903 -0.787482 -0.350568 -0.2 1.1 -1.1
```
Positions in Å, forces in eV/Å.

=====

# F3HN2O2S

A cluster of 2 separate species, F3HN2O2S in total (ωB97M-V/def2-TZVPD, the OMol25 dataset).

The molar mass is 150.08 g/mol. The value obtained for the energy is -26070.136 eV. As for the energy above the lowest of the compared OMol25 structures with the same formula, charge and spin: 48.8 kcal per mole. For the LUMO energy (alpha / beta), the calculation gives -1.19 / -1.19 eV. The calculation puts the HOMO energy (alpha / beta) at -10.900 / -10.900 eV.

```
9
Properties=species:S:1:pos:R:3:forces:R:3
N 0.324708 -0.816086 0.790325 -1.0 0.8 1.5
N -1.621634 -3.172267 -0.029112 3.3 -2.7 -4.9
O -2.431939 -2.550587 0.661420 -1.6 1.2 2.6
O 2.230160 -1.895818 -0.049889 1.3 -1.6 -0.5
F -0.409191 0.357087 1.102610 1.0 -0.3 -0.4
F -0.519363 -3.736208 0.692821 -1.2 0.4 0.8
F -0.790025 -2.167326 -0.719956 -1.4 -0.8 -0.5
S 1.739400 -0.597047 0.225316 -0.8 1.8 0.2
H -1.913619 -2.025909 1.272702 0.2 1.2 1.0
```
Positions in Å, forces in eV/Å.

=====

# F3HN2O2S

A cluster of 2 separate species, F3HN2O2S in total (ωB97M-V/def2-TZVPD, the OMol25 dataset).

The molar mass is 150.08 g/mol. The value obtained for the energy is -26070.540 eV. As for the energy above the lowest of the compared OMol25 structures with the same formula, charge and spin: 39.5 kcal per mole. For the LUMO energy (alpha / beta), the calculation gives -2.46 / -1.45 eV. The calculation puts the HOMO energy (alpha / beta) at -11.438 / -10.093 eV.

```
9
Properties=species:S:1:pos:R:3:forces:R:3
N 1.701270 -0.138332 -0.008539 0.2 -0.9 0.5
N -1.493710 1.330444 0.167647 0.0 -0.2 -0.3
O -0.005514 -2.016371 -0.627476 0.3 -0.1 -0.5
O 0.210387 -1.235369 1.724061 0.2 0.2 0.4
F 1.926896 0.022535 -1.351089 -0.2 0.1 -0.3
F -2.675909 0.823690 0.550604 0.1 0.1 -0.2
F -1.582930 1.385025 -1.185891 -0.1 0.0 0.4
S 0.168201 -0.963151 0.320202 -0.1 0.7 -0.1
H 1.751307 0.791529 0.410483 -0.3 0.0 -0.1
```
Positions in Å, forces in eV/Å.

=====

# F3HN2O2S

A cluster of 2 separate species, F3HN2O2S in total (ωB97M-V/def2-TZVPD, the OMol25 dataset).

The molar mass is 150.08 g/mol. The value obtained for the energy is -26071.407 eV. As for the energy above the lowest of the compared OMol25 structures with the same formula, charge and spin: 19.5 kcal per mole. For the LUMO energy, the calculation gives -1.41 eV. The calculation puts the HOMO energy at -11.147 eV.

```
9
Properties=species:S:1:pos:R:3:forces:R:3
N -0.906040 0.598887 -1.033770 2.6 -0.9 -2.3
N -1.259879 1.584122 -0.201277 -0.7 -2.1 1.8
O 2.771099 0.378934 -0.827766 0.2 0.5 0.8
O 4.328977 -1.119424 0.202260 0.9 -0.9 0.5
F -0.867613 -0.735205 -0.525652 -0.6 1.8 0.7
F -0.302958 2.331000 0.624039 0.6 -0.9 -1.1
F -1.700489 2.580366 -0.968601 -0.3 0.9 -1.0
S 3.647698 0.115687 0.290031 -1.2 0.5 -1.4
H -0.053251 0.510658 -1.713562 -1.6 1.2 1.9
```
Positions in Å, forces in eV/Å.

=====

# F3HO3Si

A cluster of 2 separate species, F3HO3Si in total (ωB97M-V/def2-TZVPD, the OMol25 dataset).

The molar mass is 134.09 g/mol. The SMILES is O=[Si](OF)OF.F. The value obtained for the energy is -22183.071 eV. As for the energy above the lowest of the compared OMol25 structures with the same formula, charge and spin: 4.3 kcal per mole. For the LUMO energy, the calculation gives -1.19 eV. The calculation puts the HOMO energy at -12.598 eV.

```
8
Properties=species:S:1:pos:R:3:forces:R:3
O 0.685508 0.138707 0.982346 1.4 0.1 0.8
O -1.707782 1.134404 -0.459329 0.4 -1.2 -0.1
O -1.566313 -1.142153 -0.321439 -0.9 0.2 -0.4
F 3.359080 -0.323253 -0.451593 0.2 -0.1 -0.2
F -1.891560 2.467405 -0.123699 0.7 0.1 0.5
F -1.281775 -2.470466 -0.111858 0.7 -0.6 0.3
Si -0.588724 0.041203 0.238386 -2.1 1.4 -1.1
H 2.991563 0.154153 0.247184 -0.3 0.0 0.2
```
Positions in Å, forces in eV/Å.